ORCA calculation (wB97M-V/def2-TZVPD) on a 2-piece molecular cluster, H4O2 overall.

```
6
Properties=species:S:1:pos:R:3:forces:R:3
O -1.328 -0.095 -0.232 -0.37 2.22 1.10
H -1.222 -0.370 0.698 -0.17 -0.07 -0.50
H -1.593 0.879 -0.117 0.49 -2.12 -0.47
O 1.771 0.058 -0.129 -0.43 -1.04 0.02
H 0.894 0.385 0.072 -0.32 0.84 0.02
H 1.479 -0.857 -0.292 0.79 0.18 -0.17
```
Forces are in eV/Å.

Output
E_LUMO ... 0.53 eV
HOMO level ... -0.4152 Ha
Spin multiplicity ... 1
Total charge ... 0
Relative energy (zero: lowest compared OMol25 entry of this formula, charge and spin) ... 6.1 kcal per mole


ORCA calculation (wB97M-V/def2-TZVPD) on C29H32CeNO as an isolated structure.

```
64
Properties=species:S:1:pos:R:3:forces:R:3
C -3.684 1.401 -0.289 0.30 -0.65 0.10
C -2.619 1.275 -1.236 -0.31 -0.67 0.46
C -1.832 0.137 -0.856 -0.74 -0.06 0.14
H -2.458 1.908 -2.113 -0.05 -0.28 0.39
C -2.368 -0.416 0.345 -0.49 0.44 -0.48
C -3.526 0.359 0.694 0.15 0.03 -0.77
H -1.993 -1.312 0.859 -0.13 0.57 -0.29
C 1.036 2.949 0.666 -0.63 0.04 0.08
C 0.421 2.844 -0.633 -0.36 -0.18 0.66
C 0.789 1.574 -1.159 0.33 0.27 0.32
H -0.143 3.617 -1.167 0.35 -0.23 0.18
C 1.719 0.952 -0.274 -0.50 0.51 0.00
C 1.753 1.739 0.917 -0.31 0.27 -0.47
H -1.025 -0.308 -1.437 -0.19 0.27 0.40
H -4.211 0.121 1.506 0.21 0.22 -0.18
H -4.478 2.153 -0.323 0.29 -0.33 0.07
H 2.315 1.501 1.829 -0.15 0.24 -0.53
H 0.459 1.183 -2.121 0.34 0.23 0.24
H 1.047 3.848 1.286 0.07 -0.31 -0.13
Ce -1.538 2.026 1.057 2.79 -0.35 -0.71
C 2.805 -0.039 -0.698 -0.35 -0.45 0.38
C 4.151 0.707 -0.636 0.12 0.19 0.01
C 2.589 -0.515 -2.142 -0.12 0.10 0.11
H 4.136 1.610 -1.255 -0.10 -0.07 0.13
H 4.964 0.076 -1.010 -0.13 -0.05 0.02
H 4.405 0.991 0.391 -0.08 0.02 -0.14
H 2.589 0.344 -2.830 0.03 -0.24 0.18
H 1.633 -1.042 -2.244 0.18 0.00 -0.09
H 3.404 -1.186 -2.449 -0.23 0.13 0.07
C 2.934 -1.248 0.284 0.10 0.01 0.00
C 1.903 -2.360 0.126 -0.33 0.01 -0.09
H 2.860 -0.908 1.324 0.14 0.06 -0.21
H 3.948 -1.666 0.122 -0.51 0.10 0.23
O 0.793 -2.384 0.667 0.85 0.30 -0.38
N 2.327 -3.360 -0.685 0.10 0.22 0.09
C 1.487 -4.498 -1.008 0.10 0.12 -0.06
H 3.224 -3.270 -1.144 -0.28 -0.03 0.21
C 0.387 -4.152 -1.980 -0.37 -0.08 -0.44
C -0.958 -4.286 -1.613 0.14 0.13 -0.16
H -1.193 -4.677 -0.621 0.02 0.18 -0.25
C -1.978 -3.931 -2.500 0.18 0.02 -0.04
H -3.024 -4.035 -2.190 0.42 0.05 -0.18
C -1.655 -3.444 -3.772 0.19 -0.05 0.16
H -2.446 -3.157 -4.463 0.18 -0.08 0.15
C -0.314 -3.344 -4.163 0.17 -0.04 0.26
H -0.050 -2.977 -5.161 -0.17 -0.21 0.40
C 0.706 -3.710 -3.270 -0.43 0.12 -0.13
H 1.754 -3.661 -3.588 -0.40 0.05 0.13
H 1.044 -4.856 -0.078 0.13 -0.21 -0.08
H 2.175 -5.232 -1.437 -0.32 -0.22 0.14
C -0.974 0.873 3.165 -0.41 0.53 -0.28
C -1.440 2.167 3.624 -0.05 -0.22 0.59
C -2.833 2.496 3.438 0.86 0.12 -0.06
C -3.252 3.837 3.469 0.05 -0.04 0.18
C -2.345 4.851 3.787 -0.08 0.00 -0.37
C -0.990 4.547 3.986 0.06 -0.10 0.08
C -0.527 3.240 3.902 -0.58 -0.45 -0.37
H -1.692 0.047 3.172 0.25 0.16 0.18
H 0.082 0.600 3.241 -0.37 0.11 0.12
H -3.555 1.680 3.305 0.25 0.36 -0.01
H -4.294 4.087 3.255 0.29 -0.11 0.26
H -2.681 5.888 3.869 0.09 -0.39 -0.11
H -0.288 5.354 4.201 -0.20 -0.24 0.01
H 0.527 2.995 4.060 -0.36 0.15 -0.12
```
Forces are in eV/Å.

Output
E_LUMO (spin up / spin down) ... -4.41 / -4.43 eV
HOMO level (spin up / spin down) ... -0.3948 / -0.3948 Ha
Spin multiplicity ... 1
Total charge ... +1


ORCA calculation (wB97M-V/def2-TZVPD) on one molecule with the formula C17H22N2O4.

```
45
Properties=species:S:1:pos:R:3:forces:R:3
C -7.179 -0.501 0.541 0.28 0.33 -0.15
C -6.084 0.535 0.340 -0.08 -0.11 0.13
O -6.006 0.829 -1.046 -0.18 -0.27 0.07
C -5.227 1.949 -1.373 0.29 0.32 -0.03
C -3.739 1.807 -1.034 -0.37 -0.35 -0.11
C -3.158 0.519 -1.625 -0.32 0.07 0.32
N -1.852 0.220 -1.089 0.15 0.15 -0.25
C -1.705 -0.354 0.115 0.28 0.03 -0.18
O -2.641 -0.727 0.810 -0.32 -0.11 0.21
C -0.290 -0.539 0.562 0.04 0.02 0.05
C -0.118 -1.220 1.730 -0.10 0.06 -0.11
N 1.085 -1.466 2.272 -0.25 -0.18 0.27
C 2.239 -1.029 1.668 0.32 0.36 -0.57
C 3.493 -1.284 2.231 0.07 0.03 -0.05
C 4.631 -0.840 1.609 -0.09 0.03 -0.08
C 4.564 -0.123 0.400 -0.35 -0.03 0.03
O 5.759 0.272 -0.100 0.04 -0.15 0.26
C 5.811 0.941 -1.348 0.04 0.08 -0.45
C 5.642 -0.008 -2.530 -0.01 0.12 0.40
C 3.324 0.131 -0.157 0.36 0.07 -0.04
C 2.155 -0.316 0.466 0.16 -0.22 0.36
C 0.857 -0.029 -0.166 -0.09 -0.11 0.14
O 0.794 0.598 -1.226 0.15 0.04 -0.04
H -8.131 -0.115 0.186 -0.11 0.01 0.00
H -6.939 -1.399 -0.021 0.01 -0.14 -0.03
H -7.262 -0.752 1.595 -0.03 -0.06 0.11
H -5.128 0.139 0.707 -0.03 0.11 -0.03
H -6.321 1.454 0.898 0.06 -0.05 -0.04
H -5.624 2.848 -0.872 0.00 -0.08 -0.11
H -5.352 2.066 -2.453 0.01 0.11 0.06
H -3.612 1.774 0.050 0.06 0.04 0.02
H -3.204 2.679 -1.413 0.02 0.05 0.03
H -3.825 -0.310 -1.369 0.07 0.09 -0.16
H -3.084 0.593 -2.711 -0.02 -0.06 0.03
H -1.015 0.581 -1.539 -0.01 -0.15 0.15
H -0.991 -1.585 2.254 -0.01 -0.01 0.04
H 1.160 -1.979 3.139 -0.11 0.10 -0.17
H 3.559 -1.834 3.159 0.04 -0.06 0.11
H 5.605 -1.028 2.031 0.11 -0.04 0.07
H 5.068 1.746 -1.384 0.09 -0.03 0.06
H 6.809 1.388 -1.370 -0.19 0.01 0.00
H 5.762 0.543 -3.459 0.00 0.04 -0.12
H 6.393 -0.792 -2.485 0.07 -0.06 -0.03
H 4.659 -0.471 -2.522 -0.07 -0.04 -0.07
H 3.196 0.677 -1.078 0.03 0.03 -0.08
```
Forces are in eV/Å.

Output
E_LUMO ... 0.26 eV
HOMO level ... -0.3048 Ha
Spin multiplicity ... 1
Total charge ... 0
Relative energy (zero: lowest compared OMol25 entry of this formula, charge and spin) ... 23.9 kcal per mole


ORCA calculation (wB97M-V/def2-TZVPD) on an isolated ion of composition C6H12NS and charge +1.

```
20
Properties=species:S:1:pos:R:3:forces:R:3
C -2.985 0.809 0.278 -0.18 -1.34 -0.44
C -1.584 0.241 0.017 1.03 2.85 0.98
C -0.522 0.988 0.477 -1.47 -2.63 -1.98
N 0.795 0.341 0.226 -2.57 -1.63 1.37
C 1.850 1.170 -0.260 1.15 -0.25 -2.88
C 0.596 -0.916 -0.674 -1.06 -1.01 0.99
C 1.247 -2.170 0.001 -0.71 1.99 0.12
S -1.237 -1.238 -0.834 0.46 0.92 0.31
H -3.042 1.895 -0.021 0.17 -1.12 1.01
H -3.227 0.486 1.345 -0.09 1.07 -1.39
H -3.690 0.294 -0.414 0.28 0.29 0.67
H -0.534 1.813 1.143 -0.01 0.67 0.23
H 0.990 -0.029 1.171 0.61 0.05 -0.50
H 1.856 2.173 0.069 -0.33 0.91 0.98
H 2.764 0.656 0.075 0.10 0.50 -0.94
H 1.652 1.264 -1.406 1.01 -0.33 1.96
H 0.933 -0.676 -1.666 0.50 0.16 -0.16
H 0.529 -2.430 0.845 1.22 -0.28 -1.12
H 2.181 -1.741 0.405 0.02 -0.96 -0.05
H 1.427 -2.932 -0.779 -0.14 0.15 0.85
```
Forces are in eV/Å.

Output
E_LUMO ... -2.95 eV
HOMO level ... -0.4721 Ha
Spin multiplicity ... 1
Total charge ... +1
Relative energy (zero: lowest compared OMol25 entry of this formula, charge and spin) ... 32.7 kcal per mole